Density functional theory data (ωB97M-V with the def2-TZVPD basis set) for a 2-piece molecular cluster, C5H14NO overall in a non-equilibrium geometry.

Orbital gap in eV: 10.53
Energy relative to the best compared isomer or geometry (same formula, charge and spin) in kcal/mol: 57.7
E_tot in eV: -8941.50729
LUMO in eV: -3.55
HOMO in eV: -14.082

Geometry as ORCA input:
```
! RIJCOSX wB97M-V def2-TZVPD def2/J DEFGRID3
* xyz 1 1
H -3.12119 -0.93044 1.23778
H -2.05252 0.31782 1.55409
H 5.22582 -0.00900 0.12560
H 1.24756 -1.81080 -0.71031
H -0.45829 1.50769 -1.34597
C -1.18432 -1.00582 0.12401
H -3.90538 1.15090 0.24503
H -0.14137 1.93759 0.18522
O 4.37429 -0.12518 0.57181
C -3.16251 0.53842 -0.26119
H -3.68181 -0.00948 -1.06447
C 1.20080 -0.76830 -0.38524
H -1.42261 -1.58886 -0.76953
H -0.76418 -1.76701 0.77643
N 0.19886 1.33799 -0.58121
H 1.13157 1.69483 -0.78847
H 4.69943 -0.07328 1.49363
C -2.37962 -0.33304 0.71942
C 0.04122 -0.11206 -0.24043
H -2.54748 1.25308 -0.82444
H 2.19337 -0.36690 -0.54297
*
```